66
Properties=species:S:1:pos:R:3 method="wB97M-V/def2-TZVPD" total_energy_ha=-2344.02494 spin_multiplicity=4 relative_energy_kcal_mol=9.6 max_force_ev_per_a=0.7 gap_ev="8.26 / 5.65" e_homo_ev="-18.0 / -17.6" total_charge=+3 s2=3.790
Re -1.98 0.47 0.19
C -2.49 3.54 -0.40
O -3.12 2.28 -0.01
C -4.02 2.41 1.13
C -3.26 2.00 2.36
O -2.72 0.66 2.13
C -3.57 -0.42 2.67
H -3.27 4.22 -0.74
H -1.81 3.31 -1.21
H -1.95 3.97 0.44
H -4.86 1.74 0.93
H -4.39 3.43 1.19
H -3.89 1.98 3.25
H -2.40 2.64 2.55
H -4.55 -0.39 2.20
H -3.64 -0.27 3.75
H -3.07 -1.36 2.45
N 0.41 1.01 -2.09
N -0.34 0.86 -3.26
C -1.62 0.53 -3.23
N -2.29 0.46 -4.36
N -2.16 0.26 -1.98
N -3.43 -0.22 -1.88
O -3.70 -0.39 -0.64
O -4.20 -0.47 -2.74
H 0.96 1.86 -2.17
H 1.04 0.22 -1.94
H 0.10 0.99 -4.16
H -1.82 0.63 -5.24
H -3.25 0.14 -4.40
N -0.30 1.41 0.77
C 0.72 1.91 0.97
C 1.99 2.51 1.06
C 2.75 2.38 2.22
N 3.39 2.27 3.18
C 2.43 3.11 -0.14
N 2.68 3.50 -1.20
C 5.48 0.31 -0.26
C 4.75 -0.85 -0.93
S 3.12 -1.12 -0.25
O 2.84 -0.19 0.83
O 2.14 -1.12 -1.33
C 3.17 -2.78 0.41
C 2.00 -3.11 1.34
N 0.68 -2.70 0.80
C 0.00 -1.64 1.24
N -0.99 -1.34 0.37
C -0.97 -2.31 -0.62
C 0.06 -3.13 -0.36
N 0.46 -4.28 -1.13
O -0.17 -4.48 -2.13
O 1.33 -4.97 -0.66
C 0.24 -0.96 2.54
H 6.46 0.41 -0.71
H 5.61 0.15 0.81
H 4.95 1.26 -0.40
H 5.29 -1.79 -0.81
H 4.58 -0.69 -1.99
H 4.09 -2.88 0.98
H 3.22 -3.45 -0.45
H 2.12 -2.57 2.28
H 1.99 -4.17 1.54
H -1.67 -2.38 -1.43
H 0.34 -1.70 3.34
H -0.59 -0.31 2.80
H 1.16 -0.37 2.52

***

53
Properties=species:S:1:pos:R:3 method="wB97M-V/def2-TZVPD" total_energy_ha=-2137.08181 spin_multiplicity=1 relative_energy_kcal_mol=11.8 max_force_ev_per_a=3.1 gap_ev=6.30 e_homo_ev=-6.6 total_charge=0
Y 0.02 -0.57 0.28
N 0.21 1.54 -1.52
N -0.05 2.85 -1.10
C -0.86 3.06 -0.04
N -1.10 4.36 0.20
S -1.56 1.85 0.88
H 1.10 1.54 -1.99
H -0.51 1.21 -2.16
H 0.10 3.59 -1.75
H -0.57 5.09 -0.23
H -1.61 4.58 1.03
C -2.34 -3.61 -2.79
C -1.34 -2.91 -1.87
S -1.64 -1.17 -1.62
C -0.36 -3.61 -1.29
C -0.23 -5.10 -1.54
S 0.86 -2.97 -0.15
H -2.99 -2.88 -3.28
H -2.98 -4.31 -2.24
H -1.83 -4.19 -3.57
H -0.52 -5.39 -2.55
H -0.87 -5.67 -0.85
H 0.79 -5.43 -1.37
C -0.42 -2.31 3.80
C -1.24 -1.02 3.77
C -2.27 -1.01 2.62
C -0.40 0.26 3.86
C -0.75 1.19 4.84
C -0.02 2.36 5.02
C 1.09 2.58 4.23
C 1.46 1.68 3.23
C 2.74 1.94 2.45
C 2.58 2.07 0.93
C 3.82 0.90 2.80
C 0.68 0.54 3.03
O 0.96 -0.28 1.98
H -1.09 -3.16 3.97
H 0.30 -2.29 4.61
H 0.12 -2.50 2.88
H -1.84 -1.01 4.68
H -1.83 -1.14 1.64
H -2.83 -0.08 2.60
H -2.96 -1.84 2.73
H -1.60 0.98 5.48
H -0.31 3.07 5.79
H 1.69 3.47 4.38
H 3.10 2.91 2.80
H 2.42 1.10 0.48
H 3.50 2.47 0.49
H 1.76 2.74 0.67
H 3.50 -0.10 2.49
H 4.01 0.89 3.87
H 4.76 1.14 2.28

***

60
Properties=species:S:1:pos:R:3 method="wB97M-V/def2-TZVPD" total_energy_ha=-5396.63573 spin_multiplicity=1 max_force_ev_per_a=1.8 gap_ev=6.27 e_homo_ev=-18.3 total_charge=+3
V -0.35 0.77 0.41
C 4.19 0.57 -0.87
N 3.77 -0.48 0.08
C 4.86 -1.41 0.49
P 2.40 -0.45 0.85
O 1.32 0.25 -0.07
O 2.48 0.53 2.14
P 1.41 1.43 2.93
O 0.09 1.24 1.99
N 1.06 0.77 4.33
C 2.16 0.49 5.29
C -0.28 0.92 4.96
N 1.98 2.90 2.94
C 2.61 3.54 1.77
C 1.67 3.83 4.06
N 1.91 -1.87 1.40
C 1.90 -2.26 2.82
C 1.20 -2.78 0.48
H 4.69 0.09 -1.71
H 4.89 1.26 -0.38
H 3.33 1.12 -1.25
H 5.26 -1.89 -0.40
H 4.49 -2.17 1.17
H 5.65 -0.84 0.98
H 3.11 0.39 4.77
H 1.93 -0.44 5.80
H 2.23 1.30 6.02
H -1.05 1.12 4.21
H -0.27 1.72 5.69
H -0.52 -0.02 5.46
H 2.67 2.85 0.93
H 3.62 3.86 2.03
H 2.02 4.41 1.48
H 1.39 3.29 4.96
H 0.86 4.50 3.77
H 2.57 4.41 4.27
H 2.61 -1.67 3.40
H 2.20 -3.31 2.88
H 0.90 -2.16 3.25
H 1.41 -2.53 -0.56
H 0.12 -2.75 0.66
H 1.54 -3.80 0.65
O -3.38 0.74 2.84
C -3.34 0.41 1.71
N -2.11 0.49 0.87
C -2.38 -0.08 -0.35
O -1.31 -0.14 -1.06
C -3.74 -0.46 -0.48
C -4.45 -1.02 -1.53
C -5.80 -1.27 -1.31
C -6.39 -0.97 -0.08
C -5.67 -0.41 0.98
C -4.34 -0.16 0.76
H -3.99 -1.24 -2.48
H -6.40 -1.70 -2.10
H -7.45 -1.18 0.05
H -6.15 -0.18 1.93
Se -0.50 2.85 -0.67
C -0.91 3.76 0.87
N -1.11 4.28 1.88

***

52
Properties=species:S:1:pos:R:3 method="wB97M-V/def2-TZVPD" total_energy_ha=-3991.73201 spin_multiplicity=1 max_force_ev_per_a=1.9 gap_ev="6.64 / 5.77" e_homo_ev="-15.1 / -15.0" total_charge=+2
Y -0.56 -0.24 0.32
P 1.46 0.48 2.08
C 1.85 2.10 1.26
C 1.59 2.24 -0.24
N 0.72 1.44 -0.91
C 0.51 1.68 -2.23
C 1.16 2.72 -2.90
C 2.02 3.56 -2.21
C 2.25 3.30 -0.86
C -0.48 0.84 -3.05
P -1.89 0.05 -2.13
H 2.84 3.96 -0.24
H 0.92 2.86 -3.95
H 2.50 4.40 -2.70
H -0.94 1.45 -3.84
H 0.05 0.02 -3.55
H 1.25 2.84 1.79
H 2.91 2.34 1.45
H -1.36 3.13 1.94
O -0.82 3.86 2.29
H -1.00 4.63 1.69
H -2.34 -0.50 2.13
O -1.90 1.21 1.04
H -2.39 0.72 1.80
C -3.15 1.35 -2.17
H -3.26 1.75 -3.18
H -4.11 0.93 -1.85
H -2.87 2.14 -1.47
C -2.58 -1.21 -3.26
H -3.46 -1.66 -2.77
H -2.89 -0.78 -4.22
H -1.84 -2.00 -3.42
C 3.16 -0.15 2.28
H 3.73 0.44 3.01
H 3.07 -1.20 2.61
H 3.67 -0.13 1.30
C 1.02 0.95 3.79
H 0.76 0.03 4.33
H 1.83 1.46 4.32
H 0.12 1.59 3.78
Se 0.93 -2.16 -1.39
C 0.36 -3.51 -0.25
C 1.13 -3.88 0.88
C 0.62 -4.78 1.82
C -0.68 -5.30 1.66
C -1.41 -5.01 0.50
C -0.90 -4.13 -0.44
H 2.12 -3.45 1.01
H 1.22 -5.04 2.70
H -1.08 -5.99 2.40
H -2.40 -5.45 0.35
H -1.47 -3.87 -1.34

***

58
Properties=species:S:1:pos:R:3 method="wB97M-V/def2-TZVPD" total_energy_ha=-4435.37374 spin_multiplicity=2 relative_energy_kcal_mol=5.8 max_force_ev_per_a=4.5 gap_ev="5.45 / 5.97" e_homo_ev="-6.0 / -6.3" total_charge=0 s2=0.773
Ir 0.26 0.33 -1.29
N 2.58 0.31 1.34
C 2.75 1.30 0.45
N 2.00 1.48 -0.60
C 2.38 2.55 -1.37
C 3.50 3.23 -0.86
S 4.07 2.48 0.60
C 1.63 2.82 -2.53
C 1.78 3.85 -3.48
S 0.57 3.74 -4.71
C -0.08 2.30 -3.89
N 0.57 1.99 -2.81
N -1.11 1.59 -4.38
H 1.66 -0.14 1.36
H 3.10 0.34 2.20
H 4.00 4.07 -1.28
H 2.48 4.65 -3.49
H -1.70 1.99 -5.09
H -1.50 0.89 -3.73
C 2.12 -4.66 -1.85
Ge 0.82 -3.23 -1.32
C 0.63 -3.29 0.66
C -0.90 -3.64 -2.22
C 1.50 -1.45 -1.84
H 1.72 -5.64 -1.58
H 3.07 -4.53 -1.34
H 2.30 -4.65 -2.92
H 0.13 -4.19 0.99
H 0.05 -2.43 1.00
H 1.61 -3.25 1.14
H -1.15 -4.69 -2.13
H -0.83 -3.39 -3.28
H -1.70 -3.05 -1.80
H 1.62 -1.39 -2.92
H 2.47 -1.26 -1.37
S -2.98 -0.69 -1.54
C -1.57 -0.07 -1.95
C -3.41 1.68 2.59
C -1.93 1.44 2.30
C -1.09 2.56 2.93
O -1.70 1.51 0.88
B -0.75 0.59 0.54
O -0.42 -0.20 1.63
C -1.40 0.02 2.66
C -2.47 -1.07 2.51
C -0.75 -0.10 4.04
H -3.67 2.69 2.31
H -3.60 1.55 3.66
H -4.03 0.99 2.03
H -1.35 3.50 2.44
H -0.03 2.38 2.76
H -1.29 2.65 3.99
H -2.93 -1.01 1.53
H -3.22 -0.99 3.28
H -1.99 -2.04 2.59
H 0.10 0.56 4.14
H -0.43 -1.13 4.20
H -1.49 0.15 4.81

***

70
Properties=species:S:1:pos:R:3 method="wB97M-V/def2-TZVPD" total_energy_ha=-40921.24948 spin_multiplicity=2 max_force_ev_per_a=3.4 gap_ev="3.31 / 7.59" e_homo_ev="-2.0 / -6.3" total_charge=-1 s2=0.755
C -6.25 0.21 -3.25
Br -6.94 -1.12 -1.88
Br -4.93 1.43 -2.41
Br -7.72 1.20 -3.97
H -5.83 -0.36 -4.09
C -0.13 4.15 1.06
Br 0.52 5.99 0.92
Br -0.66 3.44 -0.73
Br -1.52 3.99 2.47
H 0.69 3.51 1.38
C -4.48 2.82 4.69
Br -3.63 1.23 3.90
Br -4.24 2.90 6.63
Br -6.41 2.62 4.16
H -3.98 3.68 4.23
C 0.23 -5.50 -0.12
Br 2.11 -5.52 -0.77
Br 0.06 -5.45 1.89
Br -0.61 -7.09 -0.93
H -0.14 -4.55 -0.50
C -0.59 -1.01 -4.02
Br -1.54 0.62 -3.21
Br -1.83 -2.29 -4.93
Br 0.41 -2.01 -2.54
H 0.14 -0.68 -4.75
C 2.20 1.61 -3.79
C 2.81 2.94 -3.81
C 4.06 2.83 -2.88
S 3.40 1.89 -1.44
O 2.74 2.92 -0.59
O 4.41 0.99 -1.03
C 2.23 0.89 -2.42
H 2.84 0.98 -4.42
H 1.20 1.58 -4.22
H 2.12 3.68 -3.42
H 3.18 3.20 -4.80
H 4.61 3.73 -2.61
H 4.86 2.17 -3.23
H 1.26 0.84 -1.93
H 2.68 -0.11 -2.48
C -3.52 -0.57 -0.02
C -2.51 0.54 0.23
C -1.19 0.01 0.80
S -1.58 -1.50 1.74
O -1.57 -1.14 3.19
O -0.82 -2.68 1.28
C -3.38 -1.52 1.16
H -3.23 -1.14 -0.91
H -4.56 -0.26 0.03
H -2.88 1.28 0.94
H -2.51 1.21 -0.63
H -0.47 0.60 1.36
H -0.62 -0.26 -0.09
H -3.87 -1.00 1.98
H -3.73 -2.55 1.15
C 3.12 -1.73 3.86
C 4.41 -1.28 3.11
C 4.30 -1.29 1.65
S 2.52 -1.33 1.20
O 2.20 -2.25 0.06
O 2.01 0.05 1.16
C 2.07 -2.17 2.80
H 2.62 -0.84 4.25
H 3.26 -2.47 4.66
H 5.30 -1.75 3.53
H 4.69 -0.26 3.41
H 4.71 -2.22 1.25
H 4.76 -0.49 1.07
H 2.15 -3.25 2.65
H 1.00 -2.08 2.99

***

53
Properties=species:S:1:pos:R:3 method="wB97M-V/def2-TZVPD" total_energy_ha=-2127.68668 spin_multiplicity=1 relative_energy_kcal_mol=0.0 max_force_ev_per_a=2.4 gap_ev="6.90 / 6.90" e_homo_ev="-10.4 / -10.4" total_charge=+1
C -0.82 1.15 -3.94
C -0.83 0.62 -2.63
N 0.02 1.16 -1.68
C 0.85 2.19 -2.01
C 0.84 2.74 -3.28
C -0.01 2.23 -4.26
C -1.76 -0.46 -2.30
P -2.43 -0.62 -0.59
Ce -0.04 0.21 0.65
P 2.33 1.68 0.42
C 1.76 2.79 -0.96
O -0.66 -2.80 -2.79
O -0.03 -3.08 -0.45
H -1.50 0.69 -4.68
H 1.47 3.60 -3.47
H -0.01 2.63 -5.28
C -3.93 0.42 -0.69
C -3.16 -2.29 -0.53
H 2.66 3.17 -1.45
H 1.25 3.65 -0.50
H -1.08 -1.86 -2.65
H -2.56 -0.58 -3.05
C 2.76 2.91 1.71
C 3.98 1.20 -0.18
H 0.56 -2.13 -0.11
H 0.50 -3.87 -0.20
H -0.18 -3.02 -1.62
H 0.01 -2.75 -3.48
H -0.93 1.67 1.23
H 1.21 -1.26 0.15
H -4.70 -0.07 -1.30
H -4.32 0.56 0.33
H -3.70 1.41 -1.10
H -3.98 -2.38 -1.26
H -2.39 -3.06 -0.69
H -3.55 -2.42 0.49
H 4.67 2.05 -0.17
H 4.37 0.41 0.48
H 3.90 0.79 -1.19
H 3.68 3.45 1.45
H 1.93 3.62 1.85
H 2.91 2.37 2.65
F 0.19 -2.45 6.59
C 0.13 -1.94 5.31
C 1.29 -1.97 4.54
C 1.22 -1.43 3.23
C 0.02 -0.92 2.78
C -1.13 -0.90 3.56
C -1.07 -1.42 4.86
H 2.21 -2.38 4.94
H 2.10 -1.43 2.59
H -2.06 -0.48 3.17
H -1.95 -1.42 5.52

***

60
Properties=species:S:1:pos:R:3 method="wB97M-V/def2-TZVPD" total_energy_ha=-3128.03753 spin_multiplicity=1 relative_energy_kcal_mol=0.0 max_force_ev_per_a=1.0 gap_ev=9.31 e_homo_ev=-11.6 total_charge=+1
C 4.21 2.90 3.70
C 4.82 1.66 3.12
O 5.59 0.97 3.72
O 4.54 1.36 1.81
C 3.20 1.45 1.34
C 2.47 0.11 1.55
Si 1.35 0.08 3.05
C 1.77 -1.19 4.33
Cl 2.76 -0.55 5.60
C 1.47 -2.50 4.32
C 1.85 -3.54 5.32
Cl 0.59 -3.07 2.94
S -0.79 -0.07 2.37
O -1.67 -0.36 3.47
O -0.88 -0.82 1.13
C -1.15 1.68 1.78
F 0.05 2.26 1.49
F -1.87 1.57 0.64
C -1.92 2.58 2.77
F -1.32 2.55 3.95
F -1.92 3.83 2.32
F -3.17 2.16 2.89
H 3.42 2.62 4.40
H 4.99 3.42 4.26
H 3.79 3.58 2.96
H 3.27 1.66 0.27
H 2.66 2.28 1.79
H 3.21 -0.69 1.64
H 1.86 -0.10 0.67
H 1.39 1.39 3.73
H 1.86 -3.11 6.33
H 1.14 -4.37 5.30
H 2.85 -3.92 5.11
C -2.37 0.49 -6.27
C -3.17 -0.49 -5.41
C -3.06 -0.23 -3.90
N -2.09 -1.12 -3.15
C -2.66 -2.49 -3.02
C -0.73 -1.16 -3.79
C -0.05 0.10 -3.30
C -0.45 0.12 -1.82
C -1.84 -0.52 -1.76
H -1.30 0.40 -6.12
H -2.57 0.31 -7.33
H -2.66 1.51 -6.05
H -2.90 -1.52 -5.65
H -4.22 -0.40 -5.67
H -4.01 -0.39 -3.41
H -2.75 0.80 -3.71
H -2.80 -2.91 -4.01
H -3.61 -2.43 -2.50
H -1.97 -3.11 -2.45
H -0.23 -2.05 -3.40
H -0.82 -1.26 -4.87
H -0.45 0.98 -3.82
H 1.02 0.08 -3.45
H -0.45 1.12 -1.39
H 0.24 -0.49 -1.23
H -2.64 0.19 -1.56
H -1.90 -1.32 -1.03